(1)
# C18H25F3K3NO19S2

A molecular structure, C18H25F3K3NO19S2 in a non-equilibrium geometry (ωB97M-V with the def2-TZVPD basis set, OMol25).

* F_max: 0.19643 Eh/bohr
* M: 797.81 Da
* calculated total energy: -5080.49814 a.u.
* Kohn-Sham gap: 6.08 eV
* net charge: +2

Atoms and positions in Å:
K: 0.42855 -2.07088 -4.46748
K: -4.31514 0.41394 0.99855
K: -2.39357 0.24581 -4.39270
N: -0.37554 -0.55001 -2.44052
S: -0.12192 1.06061 -1.87691
O: 0.89174 1.37165 -0.88179
O: -1.28135 1.89165 -1.98148
F: 0.66224 1.50220 -3.21153
S: -0.77252 -0.98460 -1.03176
O: -2.05795 -0.55852 -0.55338
O: 0.29490 -1.15425 -0.07036
F: -1.03609 -2.59184 -1.31413
C: -3.51156 -3.92382 -3.05020
C: -3.83565 -5.43458 -2.98129
O: -2.84913 -5.89333 -3.82078
C: -1.78281 -4.95873 -4.01878
O: -0.75100 -5.12669 -4.64847
O: -2.17757 -3.77910 -3.50398
H: -3.59560 -3.60076 -2.01258
H: -4.11766 -3.31063 -3.71709
H: -4.84776 -5.57875 -3.35940
H: -3.72224 -5.83682 -1.97459
C: -0.43646 -4.95773 0.72132
C: -1.95436 -5.03906 0.95842
C: -2.35761 -5.30194 2.38015
O: -3.23295 -4.24602 2.70873
C: -3.24766 -3.35180 1.66406
O: -3.99595 -2.31058 1.58075
O: -2.37912 -3.73638 0.75370
H: -0.01967 -4.05203 1.16189
H: -0.25417 -4.87775 -0.35035
H: 0.03191 -5.81995 1.19597
H: -2.52012 -5.73974 0.34437
H: -1.62270 -5.43382 3.17426
H: -2.90688 -6.24073 2.30890
C: -2.14121 5.02841 -0.89645
C: -0.69901 5.11681 -0.44580
C: 0.23946 5.98395 -1.23992
O: 0.56740 7.09904 -0.32409
C: -0.07965 6.98633 0.78683
O: 0.04806 7.74790 1.77189
O: -0.83080 5.84712 0.74852
H: -2.29812 4.48385 -1.82755
H: -2.52795 6.04483 -0.96999
H: -2.78570 4.50175 -0.19263
H: -0.27411 4.14763 -0.18456
H: -0.11048 6.39115 -2.18851
H: 1.22648 5.53572 -1.35382
C: 2.23770 -0.80547 4.09849
C: 2.62489 -0.95608 2.62404
C: 2.75708 0.32704 1.80035
O: 4.00069 0.12146 1.27900
C: 4.64170 -0.86931 1.76019
O: 5.76901 -1.24357 1.51470
O: 3.95250 -1.45040 2.68659
H: 1.30681 -0.24226 4.16440
H: 2.99886 -0.23993 4.63599
H: 2.00570 -1.74597 4.59823
H: 1.97850 -1.49201 1.92902
H: 2.66963 1.21659 2.42416
H: 2.02723 0.25584 0.99391
C: 3.56845 3.29929 0.40731
C: 4.42182 4.49818 0.20871
O: 4.16893 5.22319 1.38104
C: 3.01593 4.94178 1.85144
O: 2.40803 5.58277 2.73005
O: 2.60513 3.81703 1.32224
F: 3.91885 5.17055 -0.85097
H: 4.14677 2.53101 0.92054
H: 3.12741 2.78704 -0.44778
H: 5.47751 4.33407 -0.00738



(2)
# C3H3BeO2

A molecular structure, C3H3BeO2 in a non-equilibrium geometry (ωB97M-V with the def2-TZVPD basis set, OMol25).

* multiplicity: 2
* energy above the lowest of the compared OMol25 structures with the same formula, charge and spin: 409.0 kJ/mol
* F_max: 0.06923 Eh/bohr
* M: 80.07 Da
* calculated total energy: -281.10330 a.u.
* Kohn-Sham gap (spin up / spin down): 7.30 / 8.28 eV

Atoms and positions in Å:
O: -0.22414 1.05015 0.25893
C: 0.69506 -1.20266 -0.38650
C: -1.49505 0.40036 -0.06104
C: -0.29535 -0.37309 -0.08236
H: 2.11840 -1.51768 0.41121
H: -1.94502 0.74884 -0.99543
H: -2.17579 0.35028 0.79345
O: 1.92424 -0.57413 -0.07558
Be: 1.39765 1.11794 0.13733



(3)
# C5H3N3

C5H3N3 in the gas phase in a non-equilibrium geometry (ωB97M-V with the def2-TZVPD basis set, OMol25).

* energy above the lowest of the compared OMol25 structures with the same formula, charge and spin: 394.1 kJ/mol
* F_max: 0.14113 Eh/bohr
* M: 105.10 Da
* calculated total energy: -356.42195 a.u.
* Kohn-Sham gap: 8.63 eV

Atoms and positions in Å:
H: -0.38435 1.06571 3.13771
N: -0.39824 1.64092 2.19140
C: 0.00756 0.87617 1.29244
C: -0.07236 -0.67531 1.41707
N: -0.24779 -1.03750 0.08229
C: -0.11292 0.11668 -0.71466
C: 0.16192 -0.02956 -2.16687
C: 0.52130 -0.73224 -3.20133
N: -0.05444 1.22571 -0.08084
H: -0.45640 -1.38966 2.14852
H: 1.03572 -1.06092 -4.10573



(4)
# C6H7ClN4

2 unconnected molecules or ions with the total composition C6H7ClN4 in a non-equilibrium geometry (ωB97M-V with the def2-TZVPD basis set, OMol25).

* energy above the lowest of the compared OMol25 structures with the same formula, charge and spin: 58.9 kJ/mol
* F_max: 0.11489 Eh/bohr
* M: 170.60 Da
* calculated total energy: -911.99845 a.u.
* Kohn-Sham gap: 9.06 eV

Atoms and positions in Å:
C: 2.63443 0.88173 0.17847
C: 1.17255 0.76021 0.02522
N: 0.26542 2.15213 0.00244
C: -0.99023 1.97378 -0.02951
N: -1.70644 0.84371 -0.22083
C: -1.03698 -0.28849 -0.20519
N: -1.52285 -1.53515 -0.15550
C: -0.47056 -2.33231 -0.05038
N: 0.67191 -1.68312 -0.21065
C: 0.44418 -0.33908 -0.14014
H: 2.86557 1.52468 -0.55765
H: 3.05081 -0.13102 -0.05771
H: 3.09010 1.32962 1.13289
H: -1.68429 2.80030 0.30515
H: -0.60548 -3.45017 0.03277
H: 1.57484 -2.14963 -0.17321
Cl: -4.43425 -0.28622 0.32529
H: -3.31872 -0.07096 -0.20147



Question: The highest calculated total energy belongs to which entry?
Answer: C3H3BeO2